77
Properties=species:S:1:pos:R:3:forces:R:3:mulliken_charge:R:1 method="wB97M-V/def2-TZVPD" homo_lumo_gap_ha=0.319 e_tot_ha=-1805.04224 total_charge=+1 homo_energy_ev=-11.84 e_lumo_ev=-3.16 largest_force_ha_per_bohr=0.060
H -3.852656 0.637787 5.799557 0.004 0.047 -0.050 0.35
H -7.955107 -2.897614 1.390071 -0.005 -0.023 -0.035 0.37
H -1.407421 -0.809066 5.089568 -0.025 0.031 -0.011 0.36
C 0.861502 -0.036193 -3.424154 0.107 -0.737 -0.259 -0.10
H 1.403020 2.509991 -2.980403 -0.312 -0.362 0.403 0.48
C 3.892990 6.006752 -1.531327 -0.082 0.263 -0.083 -1.03
H 5.324654 -6.190706 -0.878654 -0.003 0.026 0.034 0.40
C 5.231012 4.956219 0.314606 0.175 0.043 0.199 -0.88
H 3.113811 6.733754 -1.766805 0.065 0.033 0.032 0.31
C -0.922979 0.249960 -2.202947 -2.508 0.647 1.674 0.05
H 5.404219 4.934804 1.391513 0.009 0.069 -0.034 0.31
H -1.374267 -0.696424 0.574924 -0.389 0.487 0.294 0.40
O 3.696877 -3.335154 -1.602897 -0.079 0.262 -0.349 -0.47
C 0.707934 2.185623 -2.178308 1.100 0.709 -0.989 -1.13
H -2.855618 0.229448 1.193435 0.422 -0.175 -0.291 0.09
H 4.755544 0.464962 -1.573141 -0.268 -0.292 0.314 0.35
C 4.157703 5.974612 -0.033588 -0.089 -0.664 -0.286 0.34
C 1.448450 2.197746 -0.818863 -0.962 0.649 1.845 0.85
H 2.818654 -6.577672 -1.382118 -0.024 0.024 0.030 0.40
H 4.794513 6.269294 -2.087647 -0.033 -0.042 -0.026 0.39
H -7.856767 -3.516796 -0.269368 0.090 -0.062 0.083 0.36
O 0.827603 2.447784 0.171264 0.129 -0.096 -0.537 -0.42
C -2.207476 0.839267 4.413850 0.501 0.015 0.666 0.59
H -3.116062 2.250396 5.788351 0.021 -0.022 0.039 0.37
C 3.933169 -4.744237 -1.698184 -0.091 -0.199 0.673 0.32
H -2.297963 0.887189 6.575771 0.093 0.086 -0.059 0.36
H -5.407951 -4.253262 0.157259 -0.135 0.003 0.045 0.36
H 2.388842 -5.262647 -0.271871 0.126 -0.059 0.034 0.34
H 3.611460 -0.928223 -1.410628 0.556 0.564 0.498 0.04
H -1.026563 2.657355 4.313370 0.041 -0.018 0.023 0.36
O -5.864410 -1.901347 -1.052752 0.322 0.392 -0.018 -0.51
C -5.292259 -3.362559 0.781623 0.199 0.100 0.038 -1.23
H 3.478457 -3.131574 -0.685730 0.064 -0.156 0.022 0.32
H 2.667587 4.778228 0.370063 0.058 -0.010 0.084 0.28
H -4.344125 1.945064 -1.061006 0.519 -0.170 -0.437 0.35
H 4.821173 -0.559623 -0.082635 -0.318 -0.012 -0.455 0.38
O -1.976789 -0.569626 4.349973 -0.231 -0.071 -0.410 -0.55
C -2.909668 1.181027 5.718470 -0.276 -0.005 -0.045 -1.43
H -4.358981 0.300069 -1.697791 0.238 0.478 -0.258 0.20
P -2.102931 1.068150 -1.009450 0.124 1.303 1.120 0.26
C -6.201050 -2.243313 0.297147 -0.200 -0.688 -0.117 0.52
H 4.902059 -4.874465 0.233102 -0.104 -0.092 -0.013 0.34
H -8.303414 -1.841987 0.009608 0.035 0.014 0.067 0.35
C -0.882341 1.575872 4.287105 0.024 0.052 -0.272 -1.20
H -6.038114 -1.350023 0.903382 0.055 0.085 -0.188 0.26
H 4.175598 -4.957814 -2.740382 -0.026 0.223 -0.019 0.25
H 1.836581 -5.210565 -1.938786 0.049 -0.054 -0.049 0.28
H -3.811840 1.654688 -2.771969 0.113 -0.051 0.522 0.37
H -2.979021 -1.014903 -0.121181 0.165 0.344 0.614 0.10
H -6.004913 -2.682852 -1.599176 -0.090 0.012 0.060 0.33
H -0.117590 2.916598 -2.196892 0.366 -0.511 0.549 0.39
N -1.045561 -0.955815 -2.755540 2.036 0.235 -1.094 0.06
O 2.681430 0.355672 0.931956 -0.635 0.769 -0.473 -0.47
C 5.108122 -5.123658 -0.811917 0.205 0.075 -0.103 -1.28
C 2.674606 -5.499490 -1.300896 -0.156 0.019 -0.171 -1.25
H 4.917078 3.949068 0.022324 -0.022 0.049 -0.124 0.01
H 3.537789 5.031571 -1.882508 0.132 -0.071 0.058 0.12
C 0.090802 -1.163808 -3.545052 0.361 0.539 0.081 -0.78
C 4.166116 -0.129513 -0.855121 -0.548 0.869 -0.248 -0.81
N 0.208595 0.865977 -2.564116 0.288 -2.164 -1.100 0.36
H -4.244083 -3.062091 0.716693 -0.027 0.030 0.088 0.24
H 1.837948 0.112912 -3.896705 -0.577 0.301 0.403 0.43
H 6.173942 5.185704 -0.185251 -0.015 -0.036 0.003 0.38
O 2.951674 5.652422 0.658747 -0.045 0.332 0.111 -0.55
O 2.816146 1.971647 -0.723092 -0.849 -0.816 -1.456 -0.28
H -0.204264 1.294852 5.097502 -0.100 0.047 0.077 0.34
H -0.384814 1.313330 3.351082 -0.045 0.048 -0.008 0.28
C -3.799430 1.259926 -1.742750 -0.321 -1.185 0.063 -0.92
C 3.126311 0.734309 -0.102873 1.582 -1.535 0.329 0.72
H -1.793959 -1.626857 -2.624399 0.004 0.397 0.137 0.24
H 0.299976 -2.060620 -4.135680 -0.279 0.457 0.435 0.41
H 4.466029 6.964685 0.305199 -0.167 -0.018 0.099 0.32
H -2.853066 1.098326 3.571083 -0.009 -0.193 -0.027 0.18
H -5.513237 -3.631649 1.815233 0.024 -0.024 -0.031 0.38
C -7.663690 -2.649613 0.368507 -0.144 0.210 -0.002 -1.39
H 6.001300 -4.567825 -1.101483 -0.021 -0.058 -0.056 0.32
C -2.340891 -0.223460 0.333697 -0.192 -0.666 -1.660 -0.64